{
  "formula": "C27H34F3NO6S",
  "method": "the ωB97M-V functional and the def2-TZVPD basis",
  "de_lowest_kcal_mol": 0.0,
  "lumo_ev": -1.5,
  "multiplicity": 1,
  "smiles": "C#Cc1cc(OCCNC[C@H](C)O)cc2c1C(=O)C(S(=O)(=O)C(F)(F)F)=C(CCCCCCCCC)C2=O",
  "gap_ev": 7.55,
  "e_homo_ev": -9.1,
  "species": ["C", "C", "C", "C", "C", "O", "C", "C", "N", "C", "C", "C", "O", "C", "C", "C", "C", "O", "C", "S", "O", "O", "C", "F", "F", "F", "C", "C", "C", "C", "C", "C", "C", "C", "C", "C", "C", "O", "H", "H", "H", "H", "H", "H", "H", "H", "H", "H", "H", "H", "H", "H", "H", "H", "H", "H", "H", "H", "H", "H", "H", "H", "H", "H", "H", "H", "H", "H", "H", "H", "H", "H"],
  "positions_angstrom": [[5.080, -3.241, 3.620], [4.116, -2.809, 3.046], [2.973, -2.286, 2.357], [1.716, -2.635, 2.848], [0.562, -2.155, 2.250], [-0.658, -2.495, 2.755], [-1.521, -3.172, 1.844], [-2.747, -2.325, 1.502], [-2.786, -2.015, 0.072], [-4.066, -1.505, -0.403], [-4.779, -2.389, -1.416], [-4.821, -3.878, -1.036], [-4.161, -2.204, -2.697], [0.647, -1.305, 1.159], [1.892, -0.957, 0.671], [3.069, -1.441, 1.245], [4.365, -1.060, 0.638], [5.370, -1.704, 0.803], [4.380, 0.137, -0.268], [5.998, 0.812, -0.560], [6.760, 0.720, 0.644], [5.929, 2.079, -1.222], [6.741, -0.432, -1.760], [7.160, 0.172, -2.845], [5.828, -1.330, -2.087], [7.742, -1.033, -1.186], [3.263, 0.607, -0.839], [3.155, 1.754, -1.805], [3.037, 3.110, -1.097], [1.792, 3.230, -0.203], [0.462, 3.378, -0.968], [-0.713, 2.609, -0.324], [-1.918, 3.479, 0.031], [-2.942, 2.713, 0.891], [-4.371, 2.745, 0.352], [-4.490, 2.259, -1.108], [1.948, -0.045, -0.494], [0.963, 0.207, -1.143], [5.902, -3.598, 4.192], [1.635, -3.275, 3.714], [-0.985, -3.408, 0.922], [-1.824, -4.124, 2.279], [-3.656, -2.862, 1.804], [-2.703, -1.384, 2.049], [-2.493, -2.815, -0.471], [-4.748, -1.359, 0.439], [-3.941, -0.525, -0.869], [-5.808, -2.028, -1.491], [-4.404, -4.053, -0.047], [-4.260, -4.442, -1.778], [-5.839, -4.263, -1.053], [-4.845, -2.184, -3.369], [-0.249, -0.930, 0.681], [3.984, 1.728, -2.507], [2.248, 1.582, -2.382], [3.911, 3.300, -0.476], [3.020, 3.881, -1.868], [1.762, 2.392, 0.494], [1.945, 4.127, 0.400], [0.596, 3.090, -2.010], [0.203, 4.439, -0.960], [-1.065, 1.867, -1.043], [-0.375, 2.052, 0.550], [-2.395, 3.777, -0.904], [-1.593, 4.381, 0.552], [-2.938, 3.126, 1.901], [-2.646, 1.665, 0.989], [-4.810, 3.738, 0.456], [-4.983, 2.088, 0.974], [-5.278, 1.513, -1.198], [-4.787, 3.078, -1.762], [-3.558, 1.833, -1.477]],
  "forces_ev_per_a": [[-0.53, 0.17, 0.06], [0.56, -0.10, 0.01], [0.10, -0.12, 0.10], [-0.16, 0.11, 0.09], [-0.03, 0.14, -0.09], [0.36, -0.40, 0.27], [-0.38, 0.20, -0.33], [-0.18, -0.18, -0.53], [0.22, 0.04, 0.14], [-0.06, 0.13, -0.10], [-0.34, -0.06, -0.19], [-0.04, 0.14, -0.17], [0.19, -0.01, 0.14], [-0.07, -0.06, -0.12], [0.14, -0.03, 0.09], [-0.28, 0.16, 0.04], [0.09, -0.11, -0.09], [0.19, -0.10, -0.05], [-0.43, -0.17, 0.10], [0.53, 0.40, 0.64], [-0.10, -0.12, 0.00], [-0.19, -0.23, -0.43], [-0.39, 0.20, 0.46], [0.16, 0.51, -0.67], [-0.55, -0.40, -0.31], [0.79, -0.40, 0.43], [0.25, 0.51, -0.23], [-0.12, -0.26, -0.17], [-0.19, -0.05, 0.24], [0.26, 0.40, -0.45], [-0.02, -0.06, 0.62], [-0.06, 0.14, -0.59], [-0.03, -0.43, 0.13], [-0.09, 0.27, 0.02], [-0.12, -0.37, -0.08], [-0.34, 0.32, 0.21], [0.00, -0.01, 0.09], [-0.05, -0.05, -0.14], [0.06, -0.04, -0.10], [0.01, -0.05, 0.02], [0.11, 0.06, 0.01], [0.09, 0.06, 0.28], [-0.05, 0.06, 0.17], [-0.02, -0.05, 0.21], [-0.03, -0.01, -0.08], [0.06, -0.08, 0.13], [0.04, 0.00, 0.01], [0.00, 0.14, 0.08], [0.02, -0.12, 0.04], [0.15, -0.06, 0.11], [-0.05, 0.00, 0.06], [-0.01, -0.06, -0.07], [-0.04, 0.03, -0.06], [0.10, 0.19, 0.12], [-0.07, 0.00, -0.01], [0.15, -0.11, -0.14], [-0.03, 0.08, 0.00], [-0.07, -0.07, 0.06], [-0.06, -0.07, 0.20], [-0.05, -0.09, -0.05], [0.02, 0.07, -0.22], [0.02, -0.23, 0.15], [0.04, 0.05, 0.12], [0.03, 0.26, -0.01], [0.00, 0.09, -0.04], [0.00, -0.09, 0.08], [0.11, -0.05, -0.09], [0.10, 0.10, -0.03], [0.00, 0.06, 0.13], [0.07, -0.13, -0.05], [0.19, 0.01, -0.14], [0.03, -0.07, -0.06]],
  "lowdin_charge": [0.161, -0.074, -0.146, 0.082, -0.250, -0.041, -0.158, -0.198, -0.057, -0.186, -0.408, -0.032, -0.042, 0.087, -0.062, -0.026, -0.300, 0.137, -0.118, 0.798, -0.246, -0.263, -0.708, 0.171, 0.158, 0.183, -0.072, -0.134, -0.173, -0.188, -0.180, -0.217, -0.209, -0.219, -0.256, -0.112, -0.265, 0.137, 0.037, 0.138, 0.127, 0.125, 0.107, 0.122, 0.102, 0.124, 0.096, 0.134, 0.061, 0.082, 0.074, 0.087, 0.131, 0.115, 0.112, 0.103, 0.122, 0.099, 0.112, 0.106, 0.105, 0.102, 0.100, 0.106, 0.109, 0.105, 0.098, 0.101, 0.094, 0.059, 0.068, 0.062]
}


{
  "formula": "C31H38NO2Os",
  "method": "the ωB97M-V functional and the def2-TZVPD basis",
  "de_lowest_kcal_mol": 19.3,
  "charge": 1,
  "lumo_ev": [-2.0, -5.5],
  "multiplicity": 5,
  "gap_ev": [5.82, 5.40],
  "e_homo_ev": [-7.8, -10.9],
  "species": ["O", "C", "C", "H", "H", "C", "H", "H", "C", "H", "H", "H", "C", "H", "H", "H", "Os", "C", "C", "C", "H", "C", "C", "H", "H", "H", "H", "C", "C", "C", "H", "C", "C", "H", "H", "H", "H", "O", "C", "C", "H", "H", "C", "H", "H", "C", "H", "H", "H", "H", "C", "C", "C", "C", "C", "C", "N", "C", "C", "C", "C", "C", "C", "H", "H", "H", "H", "H", "H", "H", "H", "H", "H"],
  "positions_angstrom": [[0.022, -0.585, -5.749], [-0.065, 0.740, -6.362], [-0.171, 0.220, -7.786], [0.831, 1.350, -6.201], [-0.963, 1.264, -6.011], [-0.079, -1.163, -7.087], [0.689, 0.472, -8.414], [-1.129, 0.441, -8.258], [1.202, -1.880, -7.463], [2.046, -1.183, -7.414], [1.170, -2.228, -8.504], [1.352, -2.750, -6.805], [-1.315, -2.034, -7.213], [-2.231, -1.486, -6.956], [-1.220, -2.912, -6.560], [-1.445, -2.395, -8.242], [-1.007, -1.645, 1.961], [-2.958, -1.492, 2.856], [-2.358, -0.197, 2.854], [-2.113, 0.177, 1.505], [-2.070, 0.386, 3.717], [-2.551, -0.889, 0.663], [-3.078, -1.920, 1.499], [-3.404, -2.894, 1.170], [-3.182, -2.081, 3.734], [-1.646, 1.102, 1.184], [-2.432, -0.941, -0.414], [0.526, -2.667, 3.117], [-0.044, -3.553, 2.175], [0.220, -3.046, 0.880], [-0.651, -4.424, 2.412], [0.944, -1.832, 1.022], [1.127, -1.596, 2.407], [1.586, -0.717, 2.848], [0.462, -2.764, 4.198], [-0.141, -3.480, -0.051], [1.261, -1.177, 0.216], [1.160, 0.175, -1.877], [0.049, -0.665, -2.346], [-0.828, 0.216, -3.272], [-0.544, -1.036, -1.469], [0.421, -1.554, -2.884], [0.042, 1.485, -3.443], [-1.774, 0.518, -2.799], [-1.067, -0.308, -4.205], [0.635, 1.533, -2.042], [-0.480, 2.377, -3.775], [0.828, 1.246, -4.168], [-0.207, 1.696, -1.342], [1.386, 2.284, -1.840], [0.609, 5.018, 2.753], [0.455, 3.964, 1.835], [0.579, 2.649, 2.253], [0.601, 2.334, 3.651], [0.753, 3.418, 4.565], [0.814, 4.734, 4.110], [0.364, 1.043, 4.027], [0.869, 0.487, 5.173], [2.213, 0.689, 5.590], [2.659, 0.167, 6.801], [1.816, -0.642, 7.581], [0.524, -0.950, 7.127], [0.052, -0.389, 5.949], [0.586, 6.053, 2.411], [0.256, 4.182, 0.786], [0.650, 1.817, 1.546], [0.796, 3.186, 5.631], [1.010, 5.544, 4.820], [2.849, 1.302, 4.947], [3.667, 0.406, 7.145], [2.168, -1.034, 8.537], [-0.125, -1.625, 7.688], [-0.972, -0.543, 5.608]],
  "forces_ev_per_a": [[0.28, 0.59, -1.51], [-0.05, 0.56, 0.30], [-0.19, -0.37, 0.59], [-0.21, -0.15, 0.23], [0.28, 0.02, 0.04], [0.09, -0.46, -1.07], [-0.38, -0.12, 0.01], [0.25, -0.09, -0.15], [0.05, -0.29, 0.00], [-0.08, -0.25, 0.30], [-0.20, -0.01, 0.23], [0.17, 0.30, -0.19], [-0.08, -0.20, 0.01], [0.27, -0.05, 0.09], [-0.10, 0.19, -0.09], [0.18, 0.09, 0.16], [1.21, 1.41, 1.67], [-1.33, 1.10, 0.81], [-2.23, 0.48, 1.15], [0.40, 0.30, -0.57], [-0.08, -0.10, -0.11], [-2.44, 0.40, -1.43], [-0.93, 0.03, -0.88], [-0.24, 0.06, 0.01], [-0.15, 0.05, -0.08], [-0.12, -0.20, 0.06], [-0.26, 0.09, 0.23], [2.14, -0.46, 1.52], [-0.77, -1.12, 0.35], [1.47, -1.11, -2.16], [0.40, 0.11, -0.10], [1.15, -0.39, -1.36], [1.45, -0.34, 0.85], [-0.09, -0.28, -0.13], [0.08, 0.09, -0.28], [0.33, 0.10, 0.26], [0.02, -0.09, 0.10], [-1.40, 0.34, -0.09], [-0.16, 0.10, 0.27], [-0.36, 0.26, 0.06], [0.51, 0.30, -0.47], [0.24, 0.53, 0.26], [0.30, -0.93, 0.11], [0.21, -0.18, 0.14], [0.11, 0.32, 0.54], [-0.30, -0.73, -0.18], [-0.21, 0.05, 0.16], [0.01, 0.29, 0.37], [0.28, -0.03, 0.10], [0.48, -0.16, -0.09], [-0.02, -0.19, 0.20], [0.34, -0.05, 0.10], [-0.54, -0.05, 0.44], [0.28, 0.45, -0.23], [0.19, -0.23, -0.07], [-0.03, -0.22, -0.08], [0.02, -0.05, -0.51], [0.31, -0.25, 1.07], [-0.57, 0.35, 0.04], [-0.26, -0.19, 0.00], [0.09, 0.10, -0.23], [0.12, 0.14, -0.12], [0.34, 0.41, -0.52], [-0.04, -0.34, 0.09], [0.32, -0.03, 0.20], [-0.33, 0.29, 0.13], [0.00, 0.15, -0.28], [-0.24, -0.30, -0.27], [-0.07, -0.16, 0.33], [-0.27, -0.18, -0.10], [-0.09, 0.08, -0.34], [0.24, 0.29, -0.03], [0.21, -0.10, 0.15]],
  "lowdin_charge": [-0.135, -0.180, -0.066, 0.118, 0.122, -0.567, 0.117, 0.116, -0.022, 0.091, 0.095, 0.092, -0.019, 0.090, 0.088, 0.094, 1.636, -0.194, -0.209, -0.177, 0.099, -0.219, -0.198, 0.127, 0.127, 0.111, 0.107, -0.203, -0.203, -0.220, 0.133, -0.184, -0.183, 0.108, 0.123, 0.130, 0.112, -0.158, -0.169, -0.163, 0.079, 0.126, -0.163, 0.108, 0.088, -0.188, 0.118, 0.097, 0.109, 0.118, -0.063, -0.075, -0.026, -0.276, -0.002, -0.065, 0.122, -0.312, -0.022, -0.066, -0.069, -0.079, -0.036, 0.112, 0.107, 0.099, 0.120, 0.115, 0.122, 0.113, 0.110, 0.111, 0.098]
}


{
  "formula": "C2H2N2O2",
  "method": "the ωB97M-V functional and the def2-TZVPD basis",
  "de_lowest_kcal_mol": 108.5,
  "lumo_ev": -0.1,
  "multiplicity": 1,
  "smiles": "Oc1cnno1",
  "gap_ev": 9.98,
  "e_homo_ev": -10.1,
  "species": ["O", "C", "C", "N", "N", "O", "H", "H"],
  "positions_angstrom": [[-1.772, -0.125, -0.114], [-0.371, -0.005, -0.161], [0.429, 1.025, 0.022], [1.766, 0.348, -0.039], [1.525, -0.969, -0.110], [0.328, -1.186, 0.001], [-2.180, -1.106, 0.412], [0.275, 2.019, -0.011]],
  "forces_ev_per_a": [[0.04, -3.66, 1.72], [-4.28, -2.06, 2.68], [3.84, -4.71, -1.14], [-2.11, -1.52, -0.42], [7.06, 5.17, 0.98], [-6.89, -0.66, -1.40], [2.55, 4.46, -2.45], [-0.21, 2.98, 0.03]],
  "lowdin_charge": [-0.026, -0.357, 0.013, 0.065, -0.052, 0.012, 0.269, 0.075]
}


{
  "formula": "C20H22ClCoNOP",
  "method": "the ωB97M-V functional and the def2-TZVPD basis",
  "charge": 2,
  "lumo_ev": [-7.0, -9.3],
  "multiplicity": 5,
  "gap_ev": [7.89, 5.97],
  "e_homo_ev": [-14.9, -15.2],
  "species": ["Co", "Cl", "P", "C", "C", "C", "C", "C", "C", "C", "C", "C", "C", "C", "C", "C", "C", "C", "C", "C", "C", "H", "H", "H", "H", "H", "H", "H", "H", "H", "H", "H", "H", "H", "H", "H", "H", "H", "C", "C", "N", "O", "H", "H", "H", "H", "H"],
  "positions_angstrom": [[0.551, -1.514, -1.131], [0.581, 0.148, 0.458], [0.018, 0.129, -2.602], [-1.396, -0.849, -3.224], [-1.222, -1.603, -4.393], [-2.295, -2.290, -4.956], [-3.568, -2.188, -4.375], [-3.775, -1.324, -3.293], [-2.693, -0.655, -2.726], [-0.238, 1.905, -2.696], [0.572, 2.811, -1.975], [0.425, 4.190, -2.159], [-0.572, 4.680, -3.022], [-1.428, 3.777, -3.681], [-1.241, 2.400, -3.558], [1.665, -0.256, -3.289], [2.643, -0.928, -2.518], [3.875, -1.240, -3.091], [4.089, -0.903, -4.431], [3.099, -0.275, -5.205], [1.871, 0.059, -4.628], [1.298, 2.411, -1.273], [1.142, 4.882, -1.700], [-0.725, 5.762, -3.110], [-2.220, 4.169, -4.328], [-1.905, 1.705, -4.079], [-0.219, -1.641, -4.816], [-2.118, -2.920, -5.833], [-4.399, -2.736, -4.803], [-4.776, -1.161, -2.886], [-2.814, 0.053, -1.911], [2.418, -1.195, -1.467], [4.648, -1.733, -2.489], [5.010, -1.210, -4.900], [3.254, 0.009, -6.239], [1.067, 0.580, -5.161], [-0.248, -3.992, -3.625], [0.481, -3.800, -3.548], [-0.944, -4.449, 1.476], [-0.323, -3.134, 1.077], [0.763, -2.731, 1.769], [-0.764, -2.457, 0.092], [-0.423, -5.307, 1.004], [-1.954, -4.475, 1.069], [-1.067, -4.548, 2.569], [1.044, -1.751, 1.856], [1.195, -3.431, 2.352]],
  "forces_ev_per_a": [[-1.33, -0.77, 2.86], [0.46, -0.04, -0.65], [-0.89, 1.89, -1.30], [0.57, 0.73, -0.88], [0.25, -0.47, -0.05], [0.22, 0.00, 0.15], [0.44, 0.33, -0.11], [0.25, 0.16, 0.24], [-0.13, 0.10, 0.44], [-0.32, 0.35, 0.14], [-0.05, -0.03, -0.22], [0.18, -0.30, -0.47], [-0.22, -0.56, 0.41], [0.34, 0.25, -0.12], [-0.27, 0.03, 0.31], [-0.52, -0.69, 0.37], [-0.58, 0.14, -0.72], [-0.19, -0.07, 0.27], [-0.53, -0.14, -0.14], [-0.30, 0.23, 0.49], [0.36, 0.12, -0.02], [0.04, 0.20, -0.10], [-0.51, -0.35, 0.04], [0.12, -0.52, -0.13], [0.31, -0.25, 0.26], [0.22, 0.28, 0.05], [-0.36, -0.27, -0.14], [-0.19, 0.29, 0.29], [0.05, 0.04, 0.06], [0.36, -0.11, -0.16], [-0.29, -0.21, 0.07], [0.90, 0.30, -0.02], [-0.33, 0.20, -0.41], [0.21, 0.18, -0.02], [0.25, -0.24, 0.06], [0.55, -0.21, -0.05], [0.53, 0.09, 0.15], [-0.39, -0.21, -0.02], [-0.68, 0.08, -0.23], [0.89, 0.18, 0.17], [-0.69, -0.37, -0.39], [0.84, -0.65, -0.41], [0.00, 0.50, 0.48], [0.02, 0.07, -0.13], [0.54, -0.05, -0.52], [-0.07, -0.51, -0.37], [-0.06, 0.26, 0.45]],
  "lowdin_charge": [0.569, 0.199, 1.045, -0.367, -0.124, -0.044, -0.009, -0.026, -0.072, -0.342, -0.075, -0.034, -0.017, -0.039, -0.068, -0.358, -0.116, -0.023, -0.010, -0.007, -0.065, 0.086, 0.128, 0.129, 0.125, 0.111, 0.094, 0.130, 0.127, 0.130, 0.126, 0.061, 0.135, 0.125, 0.128, 0.131, 0.061, 0.047, 0.028, -0.483, 0.182, -0.124, 0.118, 0.097, 0.111, 0.048, 0.132]
}